Below is the molecule C20H20N2O4S at a distorted geometry, with properties calculated with wB97M-V/def2-TZVPD.

XYZ file:
```
47
Properties=species:S:1:pos:R:3:forces:R:3
C -7.20713 -1.00707 1.18377 0.173 0.165 -0.064
C -6.08430 -0.47740 0.30108 -0.110 -0.283 -0.028
C -5.69144 -1.48884 -0.77412 0.169 0.432 0.023
C -4.59892 -0.95548 -1.70026 -0.395 -0.153 -0.186
N -3.36937 -0.71019 -0.98157 0.095 -0.152 0.090
C -2.83307 0.50524 -0.84498 0.022 -0.408 0.018
O -3.29097 1.52049 -1.35973 -0.005 0.212 0.001
C -1.60363 0.54000 -0.02190 0.935 0.877 0.481
O -1.13977 -0.62688 0.46533 -0.803 0.290 -0.603
N -0.01128 -0.40165 1.17088 0.866 0.136 0.718
C 0.23994 0.88017 1.13879 -0.812 -0.267 -0.366
C 1.44230 1.46269 1.76500 0.731 0.022 -0.245
S 2.74940 1.71386 0.50150 -0.110 0.167 0.202
C 3.64137 0.17836 0.47052 -0.509 0.010 0.252
C 3.13875 -0.98642 0.99132 0.020 0.299 -0.027
C 3.89860 -2.16432 0.95056 0.302 -0.212 -0.063
C 5.14158 -2.17831 0.38622 -0.198 -0.143 0.113
C 5.68151 -1.00216 -0.17524 -0.193 0.250 0.006
C 6.95675 -0.98683 -0.77702 0.156 0.088 -0.093
C 7.46511 0.15956 -1.31996 0.087 -0.267 0.036
C 6.71901 1.34599 -1.28279 -0.222 0.182 0.045
C 5.47956 1.36456 -0.70536 0.128 0.169 -0.119
C 4.92652 0.19993 -0.13856 0.140 -0.300 0.003
C -0.76805 1.56326 0.37774 -0.540 -0.751 -0.202
C -0.83656 3.04704 0.19692 -0.161 -0.223 -0.044
O -0.06990 3.76714 0.78396 0.072 0.012 -0.037
O -1.76822 3.52124 -0.60267 -0.251 0.248 -0.232
H -7.47170 -0.27547 1.94272 -0.090 0.009 0.107
H -6.90229 -1.92433 1.68308 -0.019 -0.106 0.078
H -8.09229 -1.21935 0.58862 -0.129 -0.047 -0.018
H -6.40262 0.45034 -0.17814 0.065 0.073 -0.014
H -5.21572 -0.24652 0.92218 0.020 0.081 -0.028
H -5.34820 -2.41253 -0.30124 -0.047 -0.108 -0.012
H -6.56490 -1.73061 -1.38147 -0.023 -0.095 -0.029
H -4.90279 -0.00395 -2.14144 0.032 -0.157 -0.030
H -4.40184 -1.67450 -2.50167 -0.012 0.138 0.004
H -2.93782 -1.49062 -0.50769 0.078 0.149 -0.004
H 1.83616 0.83301 2.55897 -0.067 0.027 0.059
H 1.22929 2.47085 2.11824 0.020 -0.188 0.049
H 2.15146 -1.02736 1.42260 0.030 0.000 0.001
H 3.47685 -3.06443 1.37303 0.007 -0.101 0.025
H 5.72561 -3.08655 0.35558 0.050 -0.094 -0.001
H 7.52500 -1.90598 -0.80069 0.062 -0.075 -0.009
H 8.44307 0.15985 -1.77880 0.071 -0.033 -0.025
H 7.13032 2.24702 -1.71296 0.003 0.087 -0.025
H 4.90326 2.27760 -0.67627 0.077 0.116 -0.041
H -2.38863 2.83955 -0.98408 0.287 -0.076 0.229
```
Forces are in eV/Å.

Its SMILES is CCCCNC(=O)c1onc(CSc2cccc3ccccc23)c1C(=O)O. The calculation puts the HOMO energy at -0.287 hartree. The max |F| is 1.37 eV/A. For the molar mass, the calculation gives 384.457 g mol⁻¹. The value obtained for the energy above the lowest of the compared OMol25 structures with the same formula, charge and spin is 10.2 kcal per mole. As for the spin multiplicity: 1.

---

Below is a structure of composition C12H15HgN3 at a distorted geometry, with properties calculated with wB97M-V/def2-TZVPD.

XYZ file:
```
31
Properties=species:S:1:pos:R:3:forces:R:3
Hg 7.03900 -3.55300 -7.44500 -1.129 0.258 0.411
N 8.63700 -5.72400 -7.56200 2.042 -1.977 -3.090
C 8.64000 -5.51700 -6.21100 -1.065 -0.675 -1.896
C 7.36200 -5.74300 -5.82100 -2.776 -0.271 2.174
C 6.54300 -6.21800 -6.89400 2.558 0.694 -3.776
C 7.47800 -6.22200 -8.12100 -2.104 1.125 5.624
H 9.45600 -5.86000 -8.19600 -0.415 0.607 1.347
H 9.50000 -5.28300 -5.69400 1.556 0.459 0.922
H 6.87000 -5.70900 -4.81000 1.173 0.127 -0.981
H 5.53900 -6.60300 -6.80500 -0.029 0.172 -0.199
H 7.36500 -6.43300 -9.16200 0.040 -0.312 -0.172
N 6.68800 -3.78300 -9.96900 2.131 -0.879 -1.923
C 6.92900 -2.41200 -9.89500 -4.781 -0.594 1.561
C 5.64600 -1.89900 -9.29500 3.206 -5.193 -2.496
C 4.82200 -3.09000 -9.23600 -0.852 -0.447 0.552
C 5.45200 -4.27600 -9.59800 1.090 3.205 -0.930
H 7.32200 -4.34000 -10.52400 0.115 -0.079 0.012
H 7.82800 -2.03300 -10.34800 -0.058 0.311 0.220
H 5.37800 -0.93700 -9.08800 -0.625 2.278 0.480
H 3.78300 -3.21400 -9.05500 -0.800 0.868 0.669
H 5.14200 -5.28000 -9.86100 -0.091 0.279 0.335
N 8.77600 -2.47100 -5.68800 3.432 0.503 2.918
C 9.62100 -2.38800 -6.81000 -3.193 1.351 -0.894
C 8.79700 -1.53900 -7.67800 3.976 -1.792 -0.713
C 7.69600 -1.06200 -6.99500 -1.366 1.821 1.468
C 7.82300 -1.51100 -5.67100 -0.626 -0.317 -2.021
H 9.13600 -2.80500 -4.76300 -0.369 0.301 -1.289
H 10.60700 -2.87900 -6.84000 -0.897 0.264 -0.283
H 9.07000 -1.13000 -8.65200 0.135 -0.579 0.312
H 7.07000 -0.20000 -7.35500 0.607 -1.278 0.585
H 7.49000 -1.01800 -4.80300 -0.885 -0.231 1.071
```
Forces are in eV/Å.

The calculation puts the HOMO energy at -0.579 hartree. The max |F| is 6.59 eV/A. For the molar mass, the calculation gives 401.863 g mol⁻¹. The value obtained for the energy above the lowest of the compared OMol25 structures with the same formula, charge and spin is 14.8 kcal per mole. As for the spin multiplicity: 1. The net charge is +2.

---

Below is the ion C10H13N4O with charge +1 at a distorted geometry, with properties calculated with wB97M-V/def2-TZVPD.

XYZ file:
```
28
Properties=species:S:1:pos:R:3:forces:R:3
C 2.68605 3.01650 2.28748 -2.475 -4.608 -0.716
N 2.07529 1.87695 2.04516 2.360 3.328 1.843
N 2.15798 1.26059 0.87761 -2.430 -3.522 -2.703
C 1.23560 0.32539 0.54113 -2.066 0.287 0.877
C 1.36767 -0.00605 -0.79697 1.095 0.624 1.003
C 0.39834 -0.70406 -1.52236 -1.820 0.694 0.388
C 0.35002 -1.03620 -2.96195 3.450 1.978 -0.754
C -0.86176 -0.96615 -0.86424 -1.314 -0.494 1.505
C -2.00411 -1.65963 -1.59482 1.585 -2.947 3.035
C -1.15414 -0.57652 0.43173 3.638 1.054 -0.522
C -2.36478 -0.82116 1.15566 -0.776 0.046 2.216
C -0.02718 0.07893 1.29796 0.352 -1.733 0.082
O -0.31075 1.21723 1.97697 -0.929 2.188 -1.270
N 2.47799 0.74611 -1.19752 -0.484 -1.427 -1.771
N 2.88273 1.42806 -0.25597 2.877 2.853 0.420
H 2.41157 3.29634 3.23731 -0.073 1.168 2.078
H 3.31085 3.56352 1.68606 1.373 1.113 -1.680
H 1.43046 -1.01411 -3.39358 -2.039 -0.186 0.495
H -0.11772 -1.97073 -3.03887 -0.408 -1.358 -0.547
H -0.26336 -0.28375 -3.51878 0.424 -0.480 0.495
H -2.24157 -1.16451 -2.41862 -1.421 2.382 -3.560
H -1.69473 -2.65698 -1.96322 -0.022 0.291 0.326
H -2.88397 -1.85264 -0.96671 0.418 0.364 -0.273
H -2.52928 -0.22625 2.08450 1.026 -0.742 -0.163
H -3.18704 -0.42934 0.66924 -1.899 0.371 -1.800
H -2.54128 -1.88328 1.32546 -0.039 -0.008 0.144
H 0.14923 -0.67408 2.08380 0.278 -0.713 -0.447
H -0.75211 1.11581 2.79356 -0.679 -0.522 1.298
```
Forces are in eV/Å.

Its SMILES is C=N[N+]1=C2C(=C(C)C(C)=C(C)[C@@H]2O)N=N1. The calculation puts the HOMO energy at -0.492 hartree. The max |F| is 5.28 eV/A. For the molar mass, the calculation gives 205.241 g mol⁻¹. The value obtained for the energy above the lowest of the compared OMol25 structures with the same formula, charge and spin is 111.3 kcal per mole. As for the spin multiplicity: 1. The net charge is +1.

---

Below is a structure of composition C4H11N3O2, with properties calculated with wB97M-V/def2-TZVPD.

XYZ file:
```
20
Properties=species:S:1:pos:R:3:forces:R:3
C -0.45876 0.99391 1.70882 0.040 -0.027 -0.159
N 0.26315 0.87075 0.43386 -0.086 -0.385 -0.200
C -0.58887 1.20188 -0.79613 -0.057 -0.357 0.144
O -1.74158 1.57188 -0.63109 0.279 -0.157 0.041
H 1.10188 1.44761 0.44309 -0.057 -0.042 -0.013
H 0.06315 1.56993 -1.59856 -0.012 -0.059 0.017
H 0.18728 0.64289 2.51101 -0.009 0.010 -0.024
H -1.35411 0.38073 1.66353 0.003 -0.008 -0.011
H -0.76162 2.02624 1.87431 0.017 -0.033 -0.015
C 2.05338 -0.70446 -0.64712 -0.027 0.051 -0.024
C 0.77093 -0.80928 0.11293 -0.302 0.314 -0.018
N -1.72705 -1.14235 -0.91790 0.270 0.153 0.016
O -0.50376 -0.54458 -1.29383 -0.009 0.265 0.349
N 0.46317 -1.71223 0.90901 -0.019 0.150 -0.159
H -2.37781 -0.35689 -0.79006 0.069 -0.014 -0.052
H -2.03061 -1.65238 -1.74275 0.008 0.061 0.047
H -0.48832 -1.70801 1.26427 0.005 0.073 0.015
H 1.97332 0.00248 -1.47182 -0.022 -0.012 0.027
H 2.86082 -0.39283 0.02041 -0.058 -0.013 -0.012
H 2.29541 -1.68530 -1.05197 -0.031 0.031 0.030
```
Forces are in eV/Å.

The calculation puts the HOMO energy at -0.318 hartree. The max |F| is 0.44 eV/A. For the molar mass, the calculation gives 133.151 g mol⁻¹. The value obtained for the energy above the lowest of the compared OMol25 structures with the same formula, charge and spin is 117.3 kcal per mole. As for the spin multiplicity: 1.

---

no.,frontier orbital gap (Ha)
1,0.271
2,0.231
3,0.282
4,0.341